Record 1
Density functional theory data (wB97M-V/def2-TZVPD) for 4 unconnected molecules or ions with the total composition C2H14NO3 in a non-equilibrium geometry.

## Properties
Orbital gap (spin up / spin down) in eV: 3.824 / 12.032
Multiplicity: 2
Relative energy (zero: lowest compared OMol25 entry of this formula, charge and spin) in eV: 0.414
Total energy in eV: -9930.2633

```
20
Properties=species:S:1:pos:R:3:nbo_charge:R:1
C -1.45010 1.89675 0.91139 -0.47
N -0.26229 1.55234 0.09205 -0.73
C -0.09826 2.37433 -1.12762 -0.52
H -1.30639 2.92327 1.24024 0.21
H -1.42680 1.25661 1.79501 0.22
H -2.36780 1.71285 0.36406 0.21
H 0.56702 1.66108 0.74836 0.17
H -0.24021 0.56494 -0.22490 0.46
H -0.34777 3.42290 -1.01272 0.22
H 0.95816 2.27578 -1.41169 0.18
H -0.74351 1.92189 -1.87950 0.21
H 1.47643 -0.38439 -1.03553 0.48
H 0.92749 -1.74555 -0.65631 0.49
O 0.66466 -0.83844 -0.82985 -1.01
H 3.83876 -0.51992 -1.24931 0.46
H 3.61550 -1.23444 0.11820 0.47
O 3.23742 -1.08876 -0.75674 -1.05
H -2.37599 -5.15709 0.86148 0.47
H -2.13592 -5.66188 2.26858 0.47
O -2.53041 -4.93229 1.78480 -0.94
```

Record 2
Density functional theory data (wB97M-V/def2-TZVPD) for a single C23H21N3O3S molecule in a non-equilibrium geometry.

## Properties
Orbital gap in eV: 8.407
Relative energy (zero: lowest compared OMol25 entry of this formula, charge and spin) in eV: 1.030
Total energy in eV: -45640.3776
SMILES: CCOC(=O)CSc1ncnc2c1c(-c1ccccc1)cn2-c1ccc(OC)cc1

```
51
Properties=species:S:1:pos:R:3:nbo_charge:R:1
C -0.57751 4.35829 0.48557 -0.63
C 0.71982 5.13742 0.32680 -0.08
O 1.84228 4.25957 0.39575 -0.53
C 2.57242 4.08709 -0.71326 0.83
O 2.45133 4.71927 -1.72858 -0.62
C 3.74515 3.15875 -0.44411 -0.62
S 3.28227 1.75097 0.60137 0.31
C 1.81723 1.31052 -0.23670 0.13
N 1.49312 2.09638 -1.25170 -0.53
C 0.41218 1.83099 -1.96894 0.27
N -0.41149 0.82199 -1.80326 -0.48
C -0.09874 0.01981 -0.78602 0.38
C 1.01302 0.21346 0.08339 -0.21
C 0.99816 -0.86934 1.01446 -0.04
C 1.90747 -1.11320 2.12994 0.02
C 2.28080 -0.07984 2.98451 -0.23
C 3.13299 -0.32444 4.04487 -0.19
C 3.61816 -1.60157 4.26981 -0.22
C 3.24171 -2.63788 3.43143 -0.21
C 2.39064 -2.39746 2.36956 -0.23
C -0.07002 -1.64828 0.66102 -0.01
N -0.74173 -1.12049 -0.41636 -0.35
C -1.87592 -1.68097 -1.02632 0.10
C -2.81417 -0.86550 -1.65619 -0.18
C -3.92590 -1.42164 -2.24617 -0.24
C -4.13609 -2.80259 -2.22084 0.30
O -5.26978 -3.24314 -2.82720 -0.49
C -5.53306 -4.62539 -2.84463 -0.25
C -3.19524 -3.61504 -1.59743 -0.32
C -2.07419 -3.05529 -1.01011 -0.15
H -0.70213 3.65973 -0.33853 0.21
H -1.41722 5.04744 0.49298 0.22
H -0.56726 3.79980 1.41877 0.21
H 0.84025 5.85568 1.14354 0.18
H 0.74695 5.66342 -0.63280 0.21
H 4.14440 2.79917 -1.39143 0.25
H 4.51629 3.69674 0.10810 0.25
H 0.20123 2.51802 -2.77669 0.19
H 1.88775 0.91226 2.82464 0.22
H 3.41715 0.48522 4.70047 0.21
H 4.28601 -1.79048 5.09727 0.21
H 3.61581 -3.63659 3.60466 0.21
H 2.10691 -3.20311 1.70780 0.21
H -0.43089 -2.53170 1.14998 0.22
H -2.65450 0.19916 -1.68865 0.25
H -4.65875 -0.80233 -2.73762 0.23
H -4.75180 -5.17691 -3.37747 0.18
H -5.63747 -5.02798 -1.83188 0.18
H -6.47723 -4.73834 -3.37485 0.20
H -3.31574 -4.68622 -1.56707 0.22
H -1.34471 -3.70541 -0.55185 0.21
```

Record 3
Density functional theory data (wB97M-V/def2-TZVPD) for a molecular structure, C8H12AsMoN3O4PS4.

## Properties
Orbital gap in eV: 5.927
Relative energy (zero: lowest compared OMol25 entry of this formula, charge and spin) in eV: 1.763
Charge: +1
Total energy in eV: -136469.4978

```
34
Properties=species:S:1:pos:R:3:nbo_charge:R:1
Mo 2.17941 -1.26960 -0.31590 0.83
S -0.86792 -4.57330 -1.40372 -0.32
As 0.96742 -4.57230 -0.60108 0.92
S 1.19349 -2.85810 0.96054 -0.22
S 1.87523 -1.65621 -2.32256 0.16
S 2.64505 -5.65222 -0.63661 -0.25
O 4.16241 2.13570 0.44743 -0.43
C 3.83611 1.01100 0.30649 0.67
O 2.55157 0.61699 0.06995 -0.70
C 4.76261 -0.22044 0.39799 0.66
O 5.89353 -0.23185 0.72136 -0.42
O 4.02741 -1.32409 0.05860 -0.64
C -1.56190 2.44691 0.57632 -0.08
N -1.50010 2.01694 -0.82051 -0.43
C -2.62417 1.12385 -1.10207 -0.08
N -2.67989 -0.03142 -0.20274 -0.44
C -2.71447 0.44498 1.18221 -0.08
N -1.59335 1.32434 1.51599 -0.43
C -0.33015 0.60857 1.56325 -0.53
P 0.00107 -0.09669 -0.11092 1.07
C -0.22148 1.41022 -1.15131 -0.52
C -1.58990 -0.96590 -0.43563 -0.53
H -2.47378 3.02782 0.71414 0.22
H -0.70596 3.08443 0.79910 0.21
H -2.56567 0.77690 -2.13435 0.21
H -3.54672 1.69119 -0.97950 0.22
H -2.72188 -0.40956 1.86011 0.21
H -3.63761 1.00663 1.32400 0.22
H -0.37843 -0.20143 2.29467 0.24
H 0.48612 1.27849 1.83835 0.25
H -0.20104 1.11777 -2.20385 0.24
H 0.60152 2.10160 -0.96692 0.26
H -1.67058 -1.83322 0.22333 0.25
H -1.59795 -1.32800 -1.46614 0.25
```

Record 4
Density functional theory data (wB97M-V/def2-TZVPD) for a molecular structure, C30H24BrF4N2OPS2.

## Properties
Orbital gap in eV: 7.969
Total energy in eV: -148399.6351

```
65
Properties=species:S:1:pos:R:3:nbo_charge:R:1
O 3.84678 0.36820 1.25903 -1.01
P 2.91081 1.18655 0.20223 1.10
Br 3.70920 0.50401 -1.78630 -0.27
C 1.36889 0.18720 0.18753 -0.43
C 0.14626 0.77210 0.01540 -0.12
S -0.00581 2.54398 -0.17302 0.00
C -1.07125 0.00565 -0.00602 -0.22
C -1.06174 -1.33984 0.13205 -0.17
C 0.18240 -1.99330 0.30933 0.06
N 0.38730 -3.30768 0.44083 -0.60
S 1.96490 -3.50924 0.58503 0.99
N 2.48138 -1.99388 0.49568 -0.65
C 1.39490 -1.23494 0.33814 0.17
H 4.18637 -0.45645 0.86988 0.52
H 0.27133 2.60904 -1.48246 0.14
H -2.00430 0.52963 -0.15667 0.23
H -1.97321 -1.91918 0.10357 0.25
F 5.42845 -2.41950 0.55324 -0.33
C 6.38511 -2.43108 1.51081 0.39
C 7.44327 -3.30695 1.38838 -0.29
C 8.42153 -3.29832 2.37206 -0.19
C 8.32683 -2.42621 3.44838 -0.23
C 7.24939 -1.55627 3.54373 -0.17
C 6.26337 -1.55456 2.56740 -0.29
H 7.49538 -3.97631 0.54042 0.23
H 9.26305 -3.97343 2.29380 0.22
H 9.09432 -2.42357 4.21051 0.22
H 7.17314 -0.87426 4.37966 0.22
H 5.42096 -0.88125 2.62510 0.24
F -4.04951 -2.28464 0.44143 -0.34
C -4.69128 -2.78825 -0.64031 0.39
C -5.70846 -2.05267 -1.21167 -0.29
C -6.35581 -2.57143 -2.32380 -0.19
C -5.98269 -3.80660 -2.83672 -0.22
C -4.95648 -4.52563 -2.23949 -0.19
C -4.29688 -4.01585 -1.12998 -0.29
H -5.98423 -1.09482 -0.79081 0.23
H -7.14987 -2.00821 -2.79072 0.23
H -6.49113 -4.20669 -3.70352 0.22
H -4.66548 -5.48866 -2.63691 0.22
H -3.49013 -4.55463 -0.65084 0.23
F 6.99368 2.70193 1.55458 -0.33
C 6.25600 3.71964 2.04359 0.40
C 6.83251 4.96967 2.14795 -0.29
C 6.06772 6.01252 2.65067 -0.19
C 4.75388 5.79341 3.04238 -0.23
C 4.20051 4.52529 2.92851 -0.19
C 4.95184 3.47442 2.42223 -0.29
H 7.85916 5.11602 1.84061 0.23
H 6.50111 7.00018 2.73521 0.21
H 4.16301 6.61025 3.43465 0.21
H 3.17716 4.35012 3.23300 0.22
H 4.54256 2.47961 2.32134 0.24
F -7.53420 -0.41994 -4.53317 -0.33
C -8.23741 0.57970 -3.95859 0.40
C -7.61803 1.79597 -3.75494 -0.29
C -8.34501 2.81777 -3.16160 -0.19
C -9.66349 2.61009 -2.77953 -0.23
C -10.26041 1.37550 -2.99350 -0.19
C -9.54682 0.34618 -3.59085 -0.29
H -6.58829 1.93237 -4.05639 0.23
H -7.87832 3.77975 -2.99801 0.22
H -10.22458 3.40984 -2.31556 0.22
H -11.28657 1.20994 -2.69428 0.22
H -9.99307 -0.62230 -3.77267 0.23
```